Entry 1:
The following is a quantum chemistry calculation of a molecular structure, C6H9AlF2NO5S2, from the OMol25 dataset.

- 2S+1 = 2
- highest occupied orbital energy (alpha / beta) (eV) = -16.6 / -17.0
- charge = +2
- orbital gap (alpha / beta) (eV) = 7.3176 / 7.2754

Geometry (Å):
N1 -1.38 0.45 -1.82
S1 -1.20 -0.48 -3.04
O1 -0.59 0.25 -4.16
S2 -2.06 -0.12 -0.38
O2 -1.93 1.07 0.60
C1 -0.47 -1.12 0.34
F1 -0.98 -2.31 0.74
F2 0.32 -1.43 -0.71
O3 -0.50 0.00 3.24
C2 0.55 -0.56 3.87
C3 1.84 -0.44 3.19
O4 1.89 0.31 2.18
C4 3.14 0.74 1.56
C5 2.85 1.11 0.13
O5 1.89 2.16 0.09
C6 0.66 1.86 -0.35
Al1 -0.36 0.56 1.45
H1 0.47 -1.67 4.06
H2 0.76 -0.17 4.90
H3 2.77 -0.84 3.61
H4 3.87 -0.08 1.62
H5 3.48 1.60 2.15
H6 2.48 0.24 -0.43
H7 3.78 1.47 -0.33
H8 0.01 2.73 -0.44
H9 0.58 1.05 -1.09

Just the Löwdin charges please, in e? Sure, here they are: atom 1 (N): -0.550, atom 2 (S): 1.009, atom 3 (O): -0.375, atom 4 (S): 1.075, atom 5 (O): -0.380, atom 6 (C): -0.459, atom 7 (F): 0.070, atom 8 (F): 0.015, atom 9 (O): -0.069, atom 10 (C): -0.234, atom 11 (C): 0.083, atom 12 (O): 0.005, atom 13 (C): -0.012, atom 14 (C): -0.108, atom 15 (O): -0.045, atom 16 (C): -0.007, atom 17 (Al): 0.516, atom 18 (H): 0.197, atom 19 (H): 0.202, atom 20 (H): 0.200, atom 21 (H): 0.168, atom 22 (H): 0.173, atom 23 (H): 0.147, atom 24 (H): 0.174, atom 25 (H): 0.131, atom 26 (H): 0.073



Entry 2:
The following is a quantum chemistry calculation of a molecular structure, C6H9B, from the OMol25 dataset.

- highest occupied orbital energy (eV) = -9.2
- charge = 0
- orbital gap (eV) = 9.7260

Geometry (Å):
B1 -1.42 -0.07 0.24
C1 -0.44 -1.16 0.09
C2 2.19 0.31 -0.27
C3 0.59 -0.13 0.05
C4 3.21 -0.51 -0.05
C5 -0.33 1.02 0.53
C6 -2.92 -0.05 -0.29
H1 -0.23 -2.11 -0.19
H2 2.17 1.33 -0.22
H3 4.23 0.04 0.13
H4 3.06 -1.54 -0.10
H5 -0.22 1.86 -0.04
H6 -0.05 1.25 1.50
H7 -3.40 0.82 -0.29
H8 -3.43 -0.77 0.17
H9 -2.99 -0.29 -1.28

Just the Löwdin charges please, in e? Sure, here they are: atom 1 (B): -0.338, atom 2 (C): 0.103, atom 3 (C): -0.077, atom 4 (C): -0.055, atom 5 (C): -0.003, atom 6 (C): -0.071, atom 7 (C): 0.009, atom 8 (H): 0.037, atom 9 (H): 0.049, atom 10 (H): 0.102, atom 11 (H): 0.043, atom 12 (H): 0.057, atom 13 (H): 0.073, atom 14 (H): 0.014, atom 15 (H): 0.019, atom 16 (H): 0.038



Entry 3:
The following is a quantum chemistry calculation of a molecular structure, C6H9BiO5, from the OMol25 dataset.

- highest occupied orbital energy (eV) = -17.8
- charge = +2
- orbital gap (eV) = 8.6190

Geometry (Å):
C1 -0.19 -2.18 1.54
O1 0.54 -1.10 0.92
C2 1.87 -1.29 0.73
O2 2.32 -0.47 -0.14
C3 1.65 0.82 -0.50
C4 0.88 0.66 -1.79
O3 -0.52 0.54 -1.41
C5 -1.46 0.53 -2.46
Bi1 -0.21 0.87 0.59
H1 -1.01 -2.43 0.87
H2 0.50 -3.00 1.74
H3 -0.61 -1.80 2.48
H4 2.48 1.51 -0.62
H5 1.15 -0.21 -2.40
H6 0.97 1.58 -2.38
H7 -1.41 1.47 -3.03
H8 -1.26 -0.31 -3.14
H9 -2.46 0.41 -2.02
O4 -1.12 1.38 4.83
C6 -1.00 1.46 3.69
O5 -1.10 1.56 2.52

Just the Löwdin charges please, in e? Sure, here they are: atom 1 (C): 0.015, atom 2 (O): -0.369, atom 3 (C): -0.007, atom 4 (O): -0.001, atom 5 (C): -0.289, atom 6 (C): -0.173, atom 7 (O): -0.474, atom 8 (C): -0.006, atom 9 (Bi): 2.147, atom 10 (H): 0.122, atom 11 (H): 0.126, atom 12 (H): 0.108, atom 13 (H): 0.149, atom 14 (H): 0.173, atom 15 (H): 0.161, atom 16 (H): 0.128, atom 17 (H): 0.130, atom 18 (H): 0.122, atom 19 (O): 0.343, atom 20 (C): -0.319, atom 21 (O): -0.086



Entry 4:
The following is a quantum chemistry calculation of 2 unconnected molecules or ions with the total composition C6H9Br, from the OMol25 dataset.

- highest occupied orbital energy (eV) = -9.6
- charge = 0
- orbital gap (eV) = 10.4432

Geometry (Å):
C1 -0.95 0.84 -1.58
C2 0.36 0.30 -1.07
C3 1.23 1.32 -0.43
C4 0.59 0.34 0.36
Br1 -0.50 0.97 1.85
H1 -0.79 1.52 -2.33
H2 -1.40 1.27 -0.64
H3 -1.56 0.02 -1.89
H4 0.79 -0.62 -1.57
H5 0.90 2.45 -0.49
H6 2.31 1.38 -0.43
H7 1.18 -0.45 0.86
C5 -0.48 -2.69 1.30
C6 -0.49 -2.19 2.44
H8 -0.53 -2.78 0.29
H9 -0.68 -1.69 3.34

Just the Löwdin charges please, in e? Sure, here they are: atom 1 (C): -0.062, atom 2 (C): -0.346, atom 3 (C): -0.196, atom 4 (C): -0.713, atom 5 (Br): 0.687, atom 6 (H): 0.052, atom 7 (H): 0.058, atom 8 (H): 0.071, atom 9 (H): 0.157, atom 10 (H): 0.157, atom 11 (H): 0.099, atom 12 (H): 0.082, atom 13 (C): 0.010, atom 14 (C): -0.038, atom 15 (H): -0.012, atom 16 (H): -0.005



Entry 5:
The following is a quantum chemistry calculation of a molecular structure, C6H9Br2, from the OMol25 dataset.

- 2S+1 = 2
- highest occupied orbital energy (alpha / beta) (eV) = -9.5 / -9.6
- charge = 0
- orbital gap (alpha / beta) (eV) = 10.0266 / 6.6389

Geometry (Å):
Br1 -2.13 0.24 -0.09
Br2 0.77 -0.34 2.82
C1 -3.99 -1.19 2.38
C2 -4.57 0.11 1.83
C3 -3.79 1.26 2.40
C4 -2.46 1.17 2.50
C5 -1.79 0.01 1.84
C6 -2.48 -1.30 2.23
H1 -4.23 -1.25 3.44
H2 -4.47 -2.06 1.94
H3 -4.43 0.09 0.74
H4 -5.65 0.18 2.01
H5 -4.35 2.16 2.65
H6 -1.83 1.91 3.00
H7 -0.63 -0.04 1.98
H8 -2.07 -1.63 3.20
H9 -2.20 -2.08 1.50

Just the Löwdin charges please, in e? Sure, here they are: atom 1 (Br): 0.774, atom 2 (Br): 0.374, atom 3 (C): -0.201, atom 4 (C): -0.240, atom 5 (C): -0.105, atom 6 (C): -0.166, atom 7 (C): -0.735, atom 8 (C): -0.264, atom 9 (H): 0.115, atom 10 (H): 0.112, atom 11 (H): 0.045, atom 12 (H): 0.114, atom 13 (H): 0.111, atom 14 (H): 0.113, atom 15 (H): -0.263, atom 16 (H): 0.111, atom 17 (H): 0.106



Entry 6:
The following is a quantum chemistry calculation of 2 unconnected molecules or ions with the total composition C6H9BrN2O, from the OMol25 dataset.

- highest occupied orbital energy (alpha / beta) (eV) = -7.7 / -6.1
- charge = 0
- orbital gap (alpha / beta) (eV) = 8.0766 / 5.6494

Geometry (Å):
C1 0.50 0.21 3.01
C2 -0.82 -0.25 -1.38
C3 -2.12 -0.27 -0.69
C4 -0.98 0.57 -0.15
C5 -0.19 0.12 0.99
C6 2.45 0.46 -0.24
N1 0.14 0.96 2.01
N2 0.02 -1.21 1.43
O1 0.57 -1.08 2.71
Br1 2.69 -1.48 -0.15
H1 0.74 0.42 3.99
H2 -0.14 -1.13 -1.51
H3 -0.81 0.18 -2.40
H4 -2.88 0.30 -1.09
H5 -2.29 -1.12 -0.18
H6 -0.94 1.57 -0.07
H7 3.34 0.87 0.16
H8 2.11 0.86 -1.19
H9 0.67 -1.75 0.75

Just the Löwdin charges please, in e? Sure, here they are: atom 1 (C): -0.155, atom 2 (C): -0.134, atom 3 (C): -0.056, atom 4 (C): -0.203, atom 5 (C): -0.291, atom 6 (C): -0.463, atom 7 (N): 0.146, atom 8 (N): 0.057, atom 9 (O): -0.001, atom 10 (Br): 0.570, atom 11 (H): 0.112, atom 12 (H): 0.107, atom 13 (H): 0.112, atom 14 (H): 0.089, atom 15 (H): 0.071, atom 16 (H): 0.110, atom 17 (H): -0.068, atom 18 (H): -0.034, atom 19 (H): 0.032



Entry 7:
The following is a quantum chemistry calculation of C6H9BrO in the gas phase, from the OMol25 dataset.

- highest occupied orbital energy (eV) = -8.7
- charge = 0
- orbital gap (eV) = 9.5223

Geometry (Å):
C1 0.45 2.25 1.74
C2 1.13 1.17 0.98
C3 0.47 0.37 0.21
C4 0.78 -1.21 -0.52
C5 -0.60 -1.92 -1.22
Br1 -0.48 -2.48 -3.09
C6 -1.50 -0.60 -0.95
O1 -0.78 0.56 -0.37
H1 0.88 3.25 1.43
H2 -0.59 2.25 1.53
H3 0.56 2.18 2.80
H4 2.21 1.23 1.20
H5 1.48 -1.16 -1.37
H6 1.21 -1.89 0.34
H7 -0.91 -2.78 -0.61
H8 -2.14 -0.23 -1.84
H9 -2.19 -1.00 -0.26

Just the Löwdin charges please, in e? Sure, here they are: atom 1 (C): -0.108, atom 2 (C): -0.146, atom 3 (C): -0.213, atom 4 (C): -0.051, atom 5 (C): -0.639, atom 6 (Br): 0.627, atom 7 (C): -0.178, atom 8 (O): -0.099, atom 9 (H): 0.097, atom 10 (H): 0.057, atom 11 (H): 0.065, atom 12 (H): 0.120, atom 13 (H): 0.059, atom 14 (H): 0.117, atom 15 (H): 0.067, atom 16 (H): 0.139, atom 17 (H): 0.086



Entry 8:
The following is a quantum chemistry calculation of C6H9BrO in the gas phase, from the OMol25 dataset.

- highest occupied orbital energy (eV) = -8.6
- charge = 0
- orbital gap (eV) = 9.3373

Geometry (Å):
O1 -0.98 2.00 -0.24
C1 0.22 1.58 0.24
C2 0.49 0.66 1.16
C3 -0.34 -0.54 1.38
C4 -0.19 -1.53 0.20
C5 -0.30 -0.92 -1.12
C6 0.64 -0.08 -1.59
Br1 0.69 0.85 -3.27
H1 -1.75 2.05 0.30
H2 1.06 2.32 0.12
H3 1.51 0.58 1.53
H4 -0.10 -1.17 2.27
H5 -1.36 -0.31 1.44
H6 -0.99 -2.37 0.43
H7 0.88 -1.96 0.18
H8 -1.20 -1.06 -1.79
H9 1.73 -0.08 -1.26

Just the Löwdin charges please, in e? Sure, here they are: atom 1 (O): 0.003, atom 2 (C): -0.267, atom 3 (C): -0.137, atom 4 (C): -0.206, atom 5 (C): -0.220, atom 6 (C): -0.236, atom 7 (C): -0.634, atom 8 (Br): 0.641, atom 9 (H): 0.101, atom 10 (H): 0.139, atom 11 (H): 0.112, atom 12 (H): 0.124, atom 13 (H): 0.086, atom 14 (H): 0.151, atom 15 (H): 0.138, atom 16 (H): 0.126, atom 17 (H): 0.078



Entry 9:
The following is a quantum chemistry calculation of C6H9Cl in the gas phase, from the OMol25 dataset.

- highest occupied orbital energy (eV) = -8.9
- charge = 0
- orbital gap (eV) = 9.8538

Geometry (Å):
C1 0.57 2.48 -0.44
C2 -0.15 1.66 0.33
C3 -0.11 0.19 0.25
C4 0.90 -0.56 -0.13
C5 0.88 -2.05 -0.33
C6 -1.47 -0.49 0.67
Cl1 -2.75 -0.01 -0.49
H1 0.45 3.54 -0.35
H2 1.29 2.05 -1.17
H3 -0.87 2.08 0.99
H4 1.78 0.00 -0.48
H5 0.61 -2.27 -1.36
H6 0.25 -2.53 0.40
H7 1.88 -2.42 -0.26
H8 -1.79 -0.08 1.62
H9 -1.49 -1.60 0.76

Just the Löwdin charges please, in e? Sure, here they are: atom 1 (C): 0.025, atom 2 (C): -0.174, atom 3 (C): -0.331, atom 4 (C): -0.113, atom 5 (C): -0.077, atom 6 (C): -0.516, atom 7 (Cl): 0.537, atom 8 (H): 0.049, atom 9 (H): 0.072, atom 10 (H): 0.089, atom 11 (H): 0.111, atom 12 (H): 0.082, atom 13 (H): 0.056, atom 14 (H): 0.065, atom 15 (H): 0.057, atom 16 (H): 0.067



Entry 10:
The following is a quantum chemistry calculation of a molecular structure, C6H9Cl2GaO4PTl, from the OMol25 dataset.

- highest occupied orbital energy (alpha / beta) (eV) = -23.0 / -23.0
- charge = +4
- orbital gap (alpha / beta) (eV) = 4.5783 / 4.5791

Geometry (Å):
Tl1 3.54 0.95 -5.24
Ga1 -0.05 1.29 0.51
Cl1 4.84 -1.12 -4.47
Cl2 -1.87 1.76 -0.73
C1 -0.29 2.69 2.09
C2 5.92 0.60 -7.27
C3 3.31 2.84 -6.70
O1 -0.83 3.45 2.84
O2 6.75 0.59 -8.02
O3 3.33 3.72 -7.48
C4 -0.69 -1.82 3.62
P1 -1.46 -1.02 2.24
C5 -2.30 -2.18 1.19
C6 -2.58 0.25 2.79
O4 -0.28 -0.34 1.34
H1 -0.13 -1.05 4.20
H2 0.02 -2.56 3.22
H3 -1.44 -2.31 4.28
H4 -3.12 -2.69 1.73
H5 -2.69 -1.63 0.31
H6 -1.54 -2.92 0.85
H7 -2.05 0.97 3.45
H8 -2.98 0.78 1.91
H9 -3.40 -0.25 3.35

Just the Löwdin charges please, in e? Sure, here they are: atom 1 (Tl): 1.198, atom 2 (Ga): 0.593, atom 3 (Cl): 0.292, atom 4 (Cl): 0.326, atom 5 (C): 0.127, atom 6 (C): -0.014, atom 7 (C): 0.070, atom 8 (O): 0.257, atom 9 (O): 0.180, atom 10 (O): 0.273, atom 11 (C): -0.131, atom 12 (P): 0.706, atom 13 (C): -0.132, atom 14 (C): -0.157, atom 15 (O): -0.409, atom 16 (H): 0.090, atom 17 (H): 0.093, atom 18 (H): 0.111, atom 19 (H): 0.110, atom 20 (H): 0.082, atom 21 (H): 0.092, atom 22 (H): 0.071, atom 23 (H): 0.060, atom 24 (H): 0.113



Entry 11:
The following is a quantum chemistry calculation of a molecular structure, C6H9Cl3GeNO5Pd, from the OMol25 dataset.

- 2S+1 = 2
- highest occupied orbital energy (alpha / beta) (eV) = -1.5 / -2.1
- charge = -2
- orbital gap (alpha / beta) (eV) = 6.8406 / 7.4296

Geometry (Å):
Pd1 1.24 0.66 0.00
O1 -1.21 2.35 -0.06
C1 -2.15 1.33 -0.30
C2 -1.84 0.05 0.48
N1 -0.60 -0.63 0.09
C3 -0.69 -1.24 -1.23
C4 -0.39 -0.26 -2.38
O2 -1.01 -0.44 -3.44
O3 0.50 0.61 -2.15
C5 -0.16 -1.55 1.16
C6 0.25 -0.77 2.42
O4 -0.11 -1.24 3.51
O5 0.93 0.28 2.21
H1 -0.34 1.96 -0.29
H2 -3.11 1.70 0.05
H3 -2.24 1.11 -1.36
H4 -1.77 0.30 1.54
H5 -2.69 -0.64 0.34
H6 0.08 -2.01 -1.29
H7 -1.66 -1.71 -1.41
H8 -0.94 -2.28 1.42
H9 0.72 -2.07 0.80
Cl1 5.04 1.95 1.62
Ge1 3.52 1.50 -0.01
Cl2 3.70 -0.82 0.02
Cl3 4.94 1.86 -1.75

Just the Löwdin charges please, in e? Sure, here they are: atom 1 (Pd): 0.432, atom 2 (O): -0.095, atom 3 (C): -0.259, atom 4 (C): -0.161, atom 5 (N): -0.244, atom 6 (C): -0.122, atom 7 (C): -0.702, atom 8 (O): -0.044, atom 9 (O): -0.131, atom 10 (C): -0.137, atom 11 (C): -0.706, atom 12 (O): -0.045, atom 13 (O): -0.138, atom 14 (H): 0.013, atom 15 (H): 0.110, atom 16 (H): 0.109, atom 17 (H): 0.125, atom 18 (H): 0.121, atom 19 (H): 0.122, atom 20 (H): 0.114, atom 21 (H): 0.115, atom 22 (H): 0.105, atom 23 (Cl): -0.165, atom 24 (Ge): -0.097, atom 25 (Cl): -0.146, atom 26 (Cl): -0.175



Entry 12:
The following is a quantum chemistry calculation of 2 unconnected molecules or ions with the total composition C6H9ClF2, from the OMol25 dataset.

- highest occupied orbital energy (eV) = -9.5
- charge = 0
- orbital gap (eV) = 10.4030

Geometry (Å):
C1 -2.92 0.53 1.24
C2 -2.70 -0.48 0.35
C3 -1.71 -0.70 -0.80
C4 -0.68 0.52 -0.84
C5 0.48 0.39 -0.15
Cl1 1.59 1.78 -0.32
H1 -3.82 0.50 1.93
H2 -2.51 1.63 1.21
H3 -3.40 -1.29 0.49
H4 -1.29 -1.77 -0.73
H5 -2.30 -0.88 -1.83
H6 -1.21 1.38 -1.45
H7 0.75 -0.42 0.46
F1 3.82 -0.17 1.39
C6 4.00 -0.18 -0.01
F2 3.05 -1.04 -0.60
H8 4.90 -0.67 -0.12
H9 3.95 0.89 -0.22

Just the Löwdin charges please, in e? Sure, here they are: atom 1 (C): -0.027, atom 2 (C): -0.220, atom 3 (C): -0.221, atom 4 (C): -0.196, atom 5 (C): -0.483, atom 6 (Cl): 0.588, atom 7 (H): 0.061, atom 8 (H): 0.081, atom 9 (H): 0.077, atom 10 (H): 0.117, atom 11 (H): 0.138, atom 12 (H): 0.147, atom 13 (H): 0.060, atom 14 (F): -0.055, atom 15 (C): -0.202, atom 16 (F): -0.034, atom 17 (H): 0.097, atom 18 (H): 0.072



Entry 13:
The following is a quantum chemistry calculation of a molecular structure, C6H9ClN2, from the OMol25 dataset.

- highest occupied orbital energy (eV) = -8.4
- charge = 0
- orbital gap (eV) = 8.9338

Geometry (Å):
C1 -1.73 -0.33 -1.09
C2 -0.96 0.89 -0.53
C3 -1.64 -0.97 0.30
C4 -0.86 0.24 0.66
C5 2.96 0.36 -1.08
C6 -0.28 0.73 1.99
N1 2.73 0.16 0.13
N2 2.10 -0.78 -1.01
Cl1 3.80 1.19 -2.28
H1 -2.79 -0.18 -1.26
H2 -1.19 -0.83 -1.96
H3 -0.46 1.73 -0.93
H4 2.52 -1.68 -1.16
H5 -2.56 -0.91 0.87
H6 -1.20 -1.96 0.53
H7 -1.10 0.60 2.75
H8 0.01 1.73 1.99
H9 0.66 0.04 2.07

Just the Löwdin charges please, in e? Sure, here they are: atom 1 (C): -0.180, atom 2 (C): -0.030, atom 3 (C): -0.168, atom 4 (C): -0.346, atom 5 (C): -0.918, atom 6 (C): -0.052, atom 7 (N): 0.144, atom 8 (N): 0.036, atom 9 (Cl): 0.743, atom 10 (H): 0.086, atom 11 (H): 0.114, atom 12 (H): 0.082, atom 13 (H): 0.053, atom 14 (H): 0.101, atom 15 (H): 0.118, atom 16 (H): 0.086, atom 17 (H): 0.034, atom 18 (H): 0.097



Entry 14:
The following is a quantum chemistry calculation of a gas-phase ion, C6H9ClN5 (charge +1), from the OMol25 dataset.

- highest occupied orbital energy (eV) = -12.7
- charge = +1
- orbital gap (eV) = 8.7000

Geometry (Å):
C1 -2.66 -0.37 -1.16
C2 -1.53 -0.50 -0.18
Cl1 -1.91 -1.18 1.52
N1 -1.00 0.79 0.02
C3 0.22 1.12 0.49
N2 0.52 2.30 1.08
C4 1.09 0.03 0.46
N3 2.47 -0.06 0.81
C5 2.96 -1.20 0.23
N4 2.05 -1.84 -0.48
C6 0.89 -1.12 -0.37
N5 -0.38 -1.27 -0.88
H1 -2.99 0.64 -1.11
H2 -3.55 -1.07 -1.00
H3 -2.16 -0.39 -2.14
H4 -1.69 1.63 -0.18
H5 1.44 2.43 1.44
H6 0.00 3.20 0.95
H7 2.98 0.49 1.44
H8 3.83 -1.68 0.59
H9 -0.59 -1.95 -1.52

Just the Löwdin charges please, in e? Sure, here they are: atom 1 (C): -0.038, atom 2 (C): -0.748, atom 3 (Cl): 0.624, atom 4 (N): 0.047, atom 5 (C): -0.260, atom 6 (N): 0.208, atom 7 (C): -0.115, atom 8 (N): 0.131, atom 9 (C): -0.089, atom 10 (N): 0.148, atom 11 (C): -0.220, atom 12 (N): 0.142, atom 13 (H): 0.069, atom 14 (H): 0.128, atom 15 (H): 0.108, atom 16 (H): 0.215, atom 17 (H): 0.109, atom 18 (H): 0.160, atom 19 (H): 0.138, atom 20 (H): 0.131, atom 21 (H): 0.115